Molecular formula: H30O15
Method: DFT, ωB97M-V with the def2-TZVPD basis set

Results
HOMO	-0.389	hartree
energy above the lowest of the compared OMol25 structures with the same formula, charge and spin	185.3	kJ/mol
LUMO level	-0.514	eV
gap between HOMO and LUMO	10.06	eV
2S+1	1

Each line ends with the Mulliken charge.
Geometry (Å):
O 2.948 0.636 1.432  -0.70
H 3.817 0.449 1.796  0.30
H 3.102 1.174 0.675  0.32
O -1.973 -0.071 -1.673  -0.78
H -2.862 0.222 -1.842  0.38
H -1.712 -0.588 -2.402  0.20
O 2.120 -0.409 -2.349  -0.77
H 2.952 -0.655 -2.019  0.31
H 1.483 -0.329 -1.649  0.43
O 0.644 -3.162 -2.589  -0.66
H 1.355 -3.454 -2.051  0.33
H 0.103 -2.842 -1.854  0.28
O -1.993 1.641 1.602  -0.67
H -2.124 2.361 2.191  0.29
H -1.654 0.967 2.143  0.30
O 0.375 -0.284 -0.376  0.63
H -0.456 -0.405 -0.850  -0.03
H 0.247 0.651 -0.060  0.18
O -1.820 -2.326 1.938  -0.65
H -1.517 -2.382 1.048  0.35
H -1.094 -2.272 2.593  0.32
O 2.983 1.859 -1.118  -0.72
H 2.457 1.284 -1.673  0.36
H 2.566 2.710 -1.159  0.28
O 1.389 2.796 2.447  -0.69
H 1.604 2.106 1.841  0.36
H 0.655 3.200 1.981  0.33
O -0.085 2.303 0.068  -0.67
H -0.585 2.287 -0.747  0.17
H -0.805 2.141 0.670  0.53
O -1.109 2.440 -2.293  -0.70
H -1.419 1.557 -2.203  0.45
H -1.870 3.030 -2.192  0.31
O -0.990 -2.979 -0.619  -0.71
H -0.640 -3.803 -0.300  0.34
H -1.827 -3.162 -0.988  0.25
O 0.227 0.124 2.800  -0.56
H 1.055 0.137 2.334  0.13
H 0.392 0.773 3.524  0.37
O -4.209 -0.884 -0.126  -0.62
H -4.540 -1.341 -0.871  0.30
H -3.352 -0.613 -0.349  0.29
O 2.096 -2.006 1.231  -0.74
H 2.615 -1.194 1.422  0.50
H 1.450 -1.689 0.614  0.09